Record 1
# C3H7NO

A 2-piece molecular cluster, C3H7NO overall at a distorted geometry (wB97M-V/def2-TZVPD, OMol25).

The geometry in XYZ format:
```
12
Properties=species:S:1:pos:R:3:forces:R:3:nbo_charge:R:1
H 1.196775 1.801636 1.153227 -0.270 -0.545 0.242 0.462
H 0.741634 0.169005 -0.642281 -0.330 0.920 -0.623 0.211
C -1.133259 -0.160946 1.172516 0.162 -0.041 0.197 -0.040
H 2.583087 2.182579 1.052981 0.549 -0.430 0.174 0.467
C -0.256636 -1.201132 -1.957807 0.559 -0.741 -0.022 -0.404
O 2.065464 1.409802 1.324899 -0.330 0.996 -0.430 -0.927
C -0.175920 -0.329981 -0.942681 -0.681 -1.408 -0.120 -0.076
H 0.261950 -1.191187 -2.904831 1.035 0.192 0.429 0.198
H -0.743742 -2.166302 -1.801138 -1.280 0.774 -0.312 0.198
N -1.306805 -0.239544 -0.075373 0.585 0.390 0.466 -0.411
H -0.180310 -0.381922 1.657625 0.180 0.218 0.044 0.150
H -1.951133 0.149643 1.817774 -0.179 -0.325 -0.045 0.171
```
Forces are in eV/Å.

The value obtained for the orbital gap is 9.092 eV. As for the SMILES: C=CN=C.O. The energy above the lowest of the compared OMol25 structures with the same formula, charge and spin comes out at 3.253 eV. Its spin multiplicity is 1.

Record 2
# C3H7NO

A 2-piece molecular cluster, C3H7NO overall (wB97M-V/def2-TZVPD, OMol25).

The geometry in XYZ format:
```
12
Properties=species:S:1:pos:R:3:forces:R:3:nbo_charge:R:1
C 0.845512 -0.969300 1.514990 -0.006 -0.012 0.018 -0.859
N -0.974997 0.322655 -1.476894 -0.386 -0.506 0.243 -0.545
H -0.356608 2.011275 -0.395960 0.040 -0.094 -0.125 0.204
H -0.015702 2.030608 -2.139272 -0.006 -0.105 0.139 0.212
C -1.576120 -0.522598 -0.873254 -0.068 -0.079 -0.010 0.862
H 1.514064 -1.250465 0.696891 -0.102 0.048 0.114 0.212
O -2.213258 -1.388330 -0.390491 0.384 0.557 -0.318 -0.534
H -0.181059 -1.244837 1.261686 0.177 0.036 0.068 0.219
H 0.911669 0.107805 1.692434 -0.015 -0.162 -0.035 0.207
C -0.050284 1.398426 -1.249667 0.163 0.172 0.069 -0.406
H 0.954433 1.006172 -1.062343 -0.154 0.059 -0.029 0.208
H 1.142350 -1.501411 2.421878 -0.028 0.085 -0.135 0.220
```
Forces are in eV/Å.

The value obtained for the orbital gap is 11.150 eV. As for the SMILES: CN=C=O.C. The energy above the lowest of the compared OMol25 structures with the same formula, charge and spin comes out at 0.894 eV. Its spin multiplicity is 1.

Record 3
# C3H7NO

One molecule with the formula C3H7NO at a distorted geometry (wB97M-V/def2-TZVPD, OMol25).

The geometry in XYZ format:
```
12
Properties=species:S:1:pos:R:3:forces:R:3:nbo_charge:R:1
H 0.709905 -0.018125 -1.718884 0.300 -0.233 0.367 0.190
H 0.201193 -1.538541 -0.990248 0.428 0.575 0.322 0.191
O -2.008518 1.041064 0.924296 0.181 -0.202 -0.292 -0.605
H 2.098086 -1.478914 0.624479 0.107 0.339 -0.400 0.211
C -1.342018 0.471828 0.081305 -0.313 0.287 -0.039 0.534
H 0.397653 0.475482 1.075933 0.149 -0.027 0.186 0.401
C 2.141802 -0.862915 -0.296786 0.414 -0.481 0.437 -0.620
H -1.772870 0.169992 -0.907913 0.249 -0.001 0.440 0.103
H 2.720800 0.045006 -0.071940 -0.304 -0.161 -0.094 0.213
C 0.730183 -0.579059 -0.762829 -0.587 -0.233 -1.089 -0.217
N -0.026611 0.183091 0.214567 -0.208 -0.168 -0.069 -0.627
H 2.719856 -1.444167 -1.037898 -0.417 0.304 0.233 0.226
```
Forces are in eV/Å.

The value obtained for the orbital gap is 10.622 eV. As for the SMILES: CCNC=O. The energy above the lowest of the compared OMol25 structures with the same formula, charge and spin comes out at 0.562 eV. Its spin multiplicity is 1.

Record 4
# C3H7NO

One molecule with the formula C3H7NO at a distorted geometry (wB97M-V/def2-TZVPD, OMol25).

The geometry in XYZ format:
```
12
Properties=species:S:1:pos:R:3:forces:R:3:nbo_charge:R:1
H 1.186004 0.814132 0.301858 0.465 0.223 0.390 0.218
O 2.704063 -1.041760 -0.930703 0.064 0.041 -0.219 -0.524
H -2.477311 0.705212 0.325670 0.120 0.241 0.479 0.204
H 1.016699 -1.374837 -1.872971 -0.869 0.203 -0.165 0.124
C -1.432268 0.930324 0.561522 0.622 -0.053 -1.246 -0.419
N -0.631030 -0.008013 -0.285434 -1.122 0.169 1.315 -0.615
H -1.084582 -0.895057 -0.076292 0.129 -0.079 -0.537 0.342
C 0.744037 -0.153956 0.160909 -0.226 -2.006 -2.617 -0.323
C 1.512317 -0.899571 -1.025614 1.039 0.714 1.955 0.432
H 0.857860 -0.894207 0.972150 0.161 0.800 0.312 0.195
H -1.220192 1.957648 0.255295 -0.070 -0.041 -0.043 0.192
H -1.175597 0.860084 1.613613 -0.313 -0.212 0.375 0.173
```
Forces are in eV/Å.

The value obtained for the orbital gap is 10.250 eV. As for the SMILES: CNCC=O. The energy above the lowest of the compared OMol25 structures with the same formula, charge and spin comes out at 1.908 eV. Its spin multiplicity is 1.

Record 5
# C3H7NO

A 2-piece molecular cluster, C3H7NO overall at a distorted geometry (wB97M-V/def2-TZVPD, OMol25).

The geometry in XYZ format:
```
12
Properties=species:S:1:pos:R:3:forces:R:3:nbo_charge:R:1
H -1.795428 0.174485 2.384282 0.232 0.563 -1.390 0.113
H 1.172725 -1.203094 -0.736119 1.866 0.485 -0.073 0.212
H 1.222038 0.912811 -1.341350 0.307 -0.645 0.975 0.126
H 1.669659 2.060489 -2.817044 -0.435 -2.432 -2.427 0.425
H 1.480714 0.368781 -3.867780 0.178 2.279 -0.053 0.430
O -3.311905 0.001039 3.645255 2.210 -2.167 -1.735 -0.488
C -2.350652 -0.473927 3.021789 -0.303 0.326 3.506 0.264
N 1.800801 1.048121 -3.152409 2.361 -0.995 1.449 -0.892
C 1.895836 0.285748 -1.949169 -3.344 1.569 0.811 0.028
H -1.681930 -1.434939 3.299564 -2.134 1.277 -0.383 0.112
H 2.709933 -1.785667 -1.678120 -0.688 0.644 -0.586 0.203
C 2.029492 -0.948448 -1.435359 -0.249 -0.904 -0.093 -0.532
```
Forces are in eV/Å.

The value obtained for the orbital gap is 8.641 eV. As for the SMILES: C=CN.C=O. The energy above the lowest of the compared OMol25 structures with the same formula, charge and spin comes out at 4.933 eV. Its spin multiplicity is 1.

Record 6
# C3H7NO

One molecule with the formula C3H7NO (wB97M-V/def2-TZVPD, OMol25).

The geometry in XYZ format:
```
12
Properties=species:S:1:pos:R:3:forces:R:3:nbo_charge:R:1
O 0.249609 0.606836 1.342881 0.059 0.226 0.126 -0.485
H -0.901536 0.480568 -1.811623 -0.011 -0.057 0.157 0.211
H -1.909521 -0.141950 -0.496913 0.123 0.095 0.030 0.219
C -1.060584 0.507546 -0.729569 -0.038 0.015 -0.060 -0.649
H 1.522762 0.940324 -1.258407 0.028 -0.066 0.073 0.360
H 1.013118 -1.367273 1.464702 -0.131 0.069 -0.072 0.188
C 0.127717 -0.797831 1.183672 -0.055 -0.318 0.060 -0.112
N 1.451936 0.113150 -0.672517 -0.075 0.070 -0.157 -0.827
H -0.831424 -1.220863 1.483050 0.131 0.065 -0.049 0.176
H -1.335247 1.529098 -0.448910 0.073 -0.099 -0.050 0.229
H 1.511487 -0.694978 -1.284880 0.057 0.086 0.075 0.362
C 0.196752 0.092898 0.023063 -0.159 -0.086 -0.134 0.328
```
Forces are in eV/Å.

The value obtained for the orbital gap is 10.980 eV. As for the SMILES: C[C@]1(N)CO1. The energy above the lowest of the compared OMol25 structures with the same formula, charge and spin comes out at 1.841 eV. Its spin multiplicity is 1.